DFT (ωB97M-V with the def2-TZVPD basis set) results for the molecule C9H19N3O4 in a non-equilibrium geometry.

```
35
C9H19N3O4, DFT ωB97M-V with the def2-TZVPD basis set
N -3.91315 1.74015 0.49905
C -4.32138 0.30565 0.56897
C -3.11470 -0.57126 1.08186
C -1.86882 -0.35618 0.14382
C -0.91463 -1.29303 0.69207
C 0.33555 -1.69872 -0.15451
N 1.05681 -0.45422 -0.32160
C 2.44778 -0.31215 -0.44400
O 3.21940 -1.23396 -0.40522
C 2.62776 1.19155 -0.54991
N 1.67517 1.85162 0.42553
C 4.17305 1.25005 -0.56047
O 4.63500 2.58613 -0.86006
C -0.00961 -2.65143 -1.38572
O -1.11666 -3.05500 -1.75442
O 1.18523 -3.08244 -2.14571
H -3.90989 1.95686 1.53821
H -4.75393 2.40829 0.19477
H -4.44061 -0.12240 -0.34673
H -5.20439 0.18625 1.25422
H -3.24978 -1.73266 1.39954
H -2.68605 -0.08312 2.13784
H -2.08509 -0.43729 -0.90803
H -1.71774 0.72972 0.44013
H -1.47555 -2.27535 1.03737
H -0.44164 -0.99331 1.76509
H 1.00419 -2.50426 0.48345
H 0.42360 0.43167 -0.54539
H 2.33854 1.82595 -1.50105
H 1.75486 2.78273 -0.10909
H 1.99810 2.00524 1.42905
H 4.48436 1.04773 0.46946
H 4.44304 0.52888 -1.46022
H 5.46252 2.56898 -0.45960
H 1.95867 -2.54070 -1.64869
```

Its SMILES is NCCCC[C@H](NC(=O)[C@@H](N)CO)C(=O)O. The value obtained for the frontier orbital gap is 9.862 eV. For the largest force on an atom, the calculation gives 5.9 eV Å⁻¹. The value obtained for the energy above the lowest of the compared OMol25 structures with the same formula, charge and spin is 110.0 kcal/mol. The value obtained for the total energy is -819.41147 Ha. The highest occupied orbital energy is -9.4076 eV. Its molecular weight is 233.268 g mol⁻¹.

***

DFT (ωB97M-V with the def2-TZVPD basis set) results for a cluster of 2 separate species, C9H19N3S in total in a non-equilibrium geometry.

```
32
C9H19N3S, DFT ωB97M-V with the def2-TZVPD basis set
C -0.51331 2.92071 -0.47404
C -1.23593 1.85790 -0.62943
C -0.02983 -1.28790 0.64146
C 1.04095 -2.39024 0.48815
C -0.53830 -0.62469 -0.70688
C 3.46999 -2.00681 0.61996
C 4.77210 -1.75765 0.04261
C -1.46996 0.55523 -0.54784
C -4.07035 2.09016 0.30748
N 2.29390 -1.88446 0.01021
N 0.79879 -0.24460 -1.36947
N -3.64854 2.17867 1.54277
S -5.67408 2.30638 -0.15795
H -0.17120 3.26807 0.54374
H -0.79494 -1.72733 1.24710
H 0.34117 -0.43934 1.25309
H 1.23956 -2.76936 1.52209
H 0.72693 -3.06065 -0.25603
H -0.88282 -1.31462 -1.37239
H 3.54499 -2.46171 1.59477
H 4.78856 -1.74573 -1.07437
H 5.48585 -2.56119 0.51533
H 5.32925 -0.77743 0.20824
H -2.51460 0.22201 -0.37738
H -3.30971 2.03618 -0.46454
H 2.11808 -1.26671 -0.89028
H 0.75948 -0.43056 -2.36545
H 0.98152 0.76897 -1.20772
H -2.56446 2.01523 1.81982
H -4.28871 2.46958 2.29197
H -0.26471 3.72035 -1.29630
H -5.71967 2.34157 -1.45874
```

The value obtained for the frontier orbital gap is 9.311 eV. For the largest force on an atom, the calculation gives 4.8 eV Å⁻¹. The value obtained for the energy above the lowest of the compared OMol25 structures with the same formula, charge and spin is 14.6 kcal/mol. As for the charge: +2. The value obtained for the total energy is -916.07168 Ha. The highest occupied orbital energy is -16.1833 eV. Its molecular weight is 201.339 g mol⁻¹.

***

DFT (ωB97M-V with the def2-TZVPD basis set) results for the ion C9H19N4O7P2 with charge +1 in a non-equilibrium geometry.

```
41
C9H19N4O7P2, DFT ωB97M-V with the def2-TZVPD basis set
C -2.48258 -0.37377 3.06703
P -1.79443 -1.47416 1.71754
O -3.03835 -2.37680 1.10513
N -1.24221 -0.39171 0.45283
C -2.31794 0.11586 -0.45894
C -2.34325 -0.62698 -1.83475
C -3.73662 -1.17996 -2.22206
O -3.68531 -2.61611 -2.19294
C -0.03356 0.05198 0.15153
N 0.21638 0.83629 -0.90183
C 1.56369 1.03978 -0.91527
C 2.06950 1.85454 -2.05849
C 3.63302 2.11791 -1.94994
C 4.02425 3.11843 -0.81833
O 4.03525 3.40832 -2.30547
N 2.07799 0.40413 0.10471
O 3.42311 0.40284 0.33064
N 1.12555 -0.23577 0.86948
P 1.75908 -1.03433 2.24834
O 2.72886 -2.01846 1.80036
O 0.82107 -1.71538 3.33638
O 2.58860 0.09597 3.07098
H -2.27638 0.68516 2.84330
H -3.55256 -0.54991 3.24208
H -1.89511 -0.63721 3.95975
H -3.86589 -1.86407 1.11024
H -2.26665 1.20994 -0.56626
H -3.30570 -0.06475 -0.00277
H -1.89418 0.00086 -2.61838
H -1.67481 -1.49796 -1.73086
H -4.52978 -0.88524 -1.50859
H -4.07171 -0.84037 -3.21446
H -4.25583 -2.91982 -1.47718
H 1.62147 2.84428 -2.18991
H 2.04458 1.26370 -2.98844
H 4.31159 1.27166 -2.13183
H 3.20430 3.73777 -0.44669
H 5.08161 3.33058 -0.65285
H 3.57987 1.22438 0.83674
H 0.93532 -2.68107 3.23845
H 2.38551 0.00318 4.01859
```

Its SMILES is CP(O)N(CCCO)c1nc(C[C@@H]2CO2)n(O)[n+]1P(=O)(O)O. The value obtained for the frontier orbital gap is 8.846 eV. For the largest force on an atom, the calculation gives 4.8 eV Å⁻¹. As for the charge: +1. The value obtained for the total energy is -1782.44487 Ha. The highest occupied orbital energy is -12.2476 eV. Its molecular weight is 357.220 g mol⁻¹.

***

DFT (ωB97M-V with the def2-TZVPD basis set) results for the molecule C9H19NO3.

```
32
C9H19NO3, DFT ωB97M-V with the def2-TZVPD basis set
C -3.74391 0.79677 0.31498
O -3.85012 -0.05456 1.43368
C -2.74203 -0.92164 1.58933
C -1.59919 -0.27720 2.37338
C -0.22785 -0.85589 2.02688
C 0.29792 -0.38564 0.67221
C 1.58385 -1.10667 0.26371
C 1.95471 -1.07770 -1.23301
C 1.39376 0.08028 -2.05020
N 1.73185 1.39251 -1.47892
C 2.79456 2.12236 -1.95351
O 2.87422 3.31512 -1.89864
O 3.83195 1.31714 -2.37928
H -4.16964 0.32232 -0.57725
H -4.29532 1.71290 0.52439
H -2.70073 1.06547 0.10761
H -3.11882 -1.80330 2.11107
H -2.38681 -1.26294 0.60657
H -1.59870 0.79929 2.17270
H -1.79578 -0.39372 3.44140
H -0.27555 -1.95108 2.04810
H 0.48627 -0.53746 2.79231
H 0.48767 0.68887 0.74262
H -0.47592 -0.51266 -0.09439
H 1.48018 -2.15490 0.55996
H 2.41667 -0.71475 0.85228
H 1.63317 -2.01105 -1.70493
H 3.04120 -1.03902 -1.33231
H 1.77654 0.00064 -3.07001
H 0.30757 0.02360 -2.12482
H 0.93958 2.01583 -1.40488
H 3.94870 1.40708 -3.33103
```

Its SMILES is COCCCCCCCNC(=O)O. The value obtained for the frontier orbital gap is 10.245 eV. For the largest force on an atom, the calculation gives 0.8 eV Å⁻¹. The value obtained for the energy above the lowest of the compared OMol25 structures with the same formula, charge and spin is 0.0 kcal/mol. The value obtained for the total energy is -634.79475 Ha. The highest occupied orbital energy is -9.7332 eV. Its molecular weight is 189.255 g mol⁻¹.

***

DFT (ωB97M-V with the def2-TZVPD basis set) results for the ion C9H19NP with charge +1 in a non-equilibrium geometry.

```
30
C9H19NP, DFT ωB97M-V with the def2-TZVPD basis set
C 4.64440 -0.21142 -0.15101
C 3.17333 0.00910 -0.32404
C 2.63183 1.46368 -0.39190
P 2.08332 -0.94558 0.81636
C 0.43317 -1.00431 -0.10525
C -0.90349 -1.72363 0.07890
C -2.31951 -1.93721 -0.82264
N -2.25191 -1.05372 0.24562
C -2.26355 0.40478 0.15841
C -1.67750 0.96861 1.47038
C -3.55075 1.02351 -0.26380
H 4.95188 0.06186 0.80927
H 4.99667 -1.13916 -0.34887
H 5.30854 0.31405 -0.75831
H 2.92054 -0.51887 -1.31043
H 1.53114 1.36928 -0.52118
H 3.01015 1.95257 -1.26868
H 2.88743 2.06334 0.43489
H 0.37638 -0.30922 -0.96466
H -0.63381 -2.38937 0.86948
H -2.77601 -2.94850 -0.74882
H -2.39196 -1.46416 -1.82618
H -2.77695 -1.45517 1.12176
H -1.46939 0.62383 -0.68546
H -2.17024 0.62240 2.34882
H -0.59405 0.64808 1.74581
H -1.70635 2.05335 1.34555
H -3.33998 1.99802 -0.56097
H -4.09769 1.03683 0.67895
H -4.02563 0.48701 -1.07199
```

Its SMILES is CC(C)/P=C/[C@@H]1C[N@@H+]1C(C)C. The value obtained for the frontier orbital gap is 7.885 eV. For the largest force on an atom, the calculation gives 5.3 eV Å⁻¹. The value obtained for the energy above the lowest of the compared OMol25 structures with the same formula, charge and spin is 99.4 kcal/mol. As for the charge: +1. The value obtained for the total energy is -750.00764 Ha. The highest occupied orbital energy is -12.0896 eV. Its molecular weight is 172.232 g mol⁻¹.

***

DFT (ωB97M-V with the def2-TZVPD basis set) results for a cluster of 3 separate species, C9H19O11S3 in total in a non-equilibrium geometry.

```
42
C9H19O11S3, DFT ωB97M-V with the def2-TZVPD basis set
C 0.13270 -0.66466 0.93010
C -1.37920 -0.82440 0.73978
C -2.10468 0.49893 0.42715
C -3.64834 0.45883 0.58816
C -4.23762 -0.89942 0.23950
S -6.02524 -0.97737 0.49799
O -6.61817 -1.64344 -0.62741
O -6.54423 0.31551 0.81597
O -6.20680 -1.90859 1.79881
H 0.58652 -0.78494 -0.06966
H 0.46390 -1.53209 1.52663
H -1.87332 -1.24830 1.63171
H -1.62124 -1.53561 -0.08169
H -1.69566 1.21862 1.14217
H -1.81453 0.85617 -0.56561
H -3.88734 0.67181 1.63290
H -4.08159 1.22523 -0.05546
H -4.03176 -1.18616 -0.79132
H -3.81954 -1.70132 0.85120
H -5.47668 -2.54361 1.83904
C 3.61948 -0.51776 -3.05532
C 2.96266 -0.16663 -4.37529
O 1.61948 -0.62738 -4.23703
S 1.16185 -0.47601 -2.68543
O 0.43470 0.73497 -2.56545
O 0.63614 -1.72332 -2.27660
O 2.62195 -0.26742 -2.07209
H 3.88687 -1.57690 -3.01482
H 4.50051 0.08617 -2.85011
H 3.43999 -0.64953 -5.22491
H 2.94324 0.91527 -4.53367
C 2.74719 2.50432 2.27520
C 3.04790 1.45758 3.32517
O 3.28582 0.26851 2.57942
S 3.95344 0.62590 1.17596
O 5.36529 0.44532 1.27759
O 3.18671 0.03167 0.15119
O 3.64693 2.20246 1.19598
H 1.72358 2.41117 1.90622
H 2.92147 3.51674 2.63422
H 2.22160 1.30614 4.01477
H 3.95600 1.70354 3.88503
```

The value obtained for the frontier orbital gap is 3.904 eV. For the largest force on an atom, the calculation gives 1.5 eV Å⁻¹. As for the charge: -1. The value obtained for the total energy is -2376.39653 Ha. The highest occupied orbital energy is -1.4242 eV. Its molecular weight is 399.441 g mol⁻¹.